Record 1
Density functional theory data (ωB97M-V/def2-TZVPD) for 4 unconnected molecules or ions with the total composition C35H67N9O6S2.

Atoms and positions in Å:
C  1.2274  -4.7733  2.6756
S  1.9650  -5.5308  1.2849
O  3.3778  -5.7053  1.4820
O  1.1165  -6.5319  0.7325
C  1.9509  -4.1363  0.1240
N  1.0480  -3.7999  -0.8059
N  1.4897  -2.7129  -1.3976
N  2.6259  -2.3769  -0.8698
C  3.3858  -1.1921  -1.2762
C  3.1110  0.0395  -0.4036
C  2.6148  -0.2238  1.0270
C  1.1437  0.1401  1.2769
S  0.3863  -0.9733  2.5026
C  -0.4841  -2.0558  1.4591
N  -0.3975  -3.3653  1.4528
N  -1.3620  -3.8077  0.5463
C  -1.9183  -2.7461  0.0738
O  -1.4145  -1.5929  0.5989
N  2.9505  -3.2450  0.0786
H  0.2179  -4.4494  2.4009
H  1.2084  -5.5459  3.4494
H  1.8291  -3.9173  2.9897
H  4.4437  -1.4653  -1.3030
H  3.0681  -1.0318  -2.3086
H  4.0340  0.6186  -0.3405
H  2.3899  0.6629  -0.9416
H  3.2330  0.3957  1.6763
H  2.7752  -1.2561  1.3569
H  0.5404  0.1274  0.3694
H  1.0593  1.1337  1.7158
H  -2.7025  -2.7003  -0.6722
H  3.8052  -3.1875  0.6237
C  -4.2190  1.7562  1.3307
C  -2.8754  2.4857  1.4659
C  -3.0760  4.0007  1.5180
C  -3.5435  4.5846  0.1873
C  -2.5979  4.2041  -0.9503
C  -2.2896  2.7047  -1.0429
N  -1.9513  2.1806  0.3218
O  -0.7094  2.2950  0.6204
C  -3.4536  1.9214  -1.6595
C  -1.0766  2.4844  -1.9405
C  -2.2195  1.9848  2.7464
H  -4.7146  1.7622  2.3012
H  -4.9037  2.2172  0.6265
H  -4.0688  0.7165  1.0369
H  -2.1288  4.4699  1.8029
H  -3.7938  4.2230  2.3105
H  -4.5637  4.2643  -0.0376
H  -3.5812  5.6719  0.2662
H  -3.0152  4.5183  -1.9094
H  -1.6558  4.7460  -0.8224
H  -3.2649  0.8499  -1.5694
H  -3.5304  2.1579  -2.7205
H  -4.4210  2.1400  -1.2198
H  -0.2262  3.0869  -1.6311
H  -1.3466  2.7633  -2.9592
H  -0.7774  1.4341  -1.9385
H  -2.0861  0.9019  2.7183
H  -2.8709  2.2302  3.5854
H  -1.2504  2.4466  2.9170
C  6.1805  5.2184  1.6491
C  4.8130  4.5541  1.8582
C  3.8546  5.4844  2.6031
C  4.2437  5.6968  4.0632
C  4.3856  4.3657  4.7982
C  5.2901  3.3462  4.0954
N  4.9190  3.2735  2.6399
O  3.9478  2.4671  2.4075
C  6.7710  3.7004  4.2836
C  5.0715  1.9621  4.6958
C  4.2604  4.2186  0.4780
H  6.0917  5.9466  0.8432
H  6.5470  5.7559  2.5171
H  6.9302  4.4828  1.3559
H  2.8479  5.0562  2.5594
H  3.8204  6.4366  2.0692
H  5.1660  6.2779  4.1371
H  3.4741  6.2924  4.5560
H  4.7881  4.5295  5.8000
H  3.3929  3.9230  4.9252
H  7.4001  3.0718  3.6520
H  7.0461  3.5175  5.3218
H  7.0042  4.7388  4.0736
H  4.0214  1.6817  4.7013
H  5.4306  1.9728  5.7249
H  5.6293  1.2042  4.1441
H  4.9472  3.5675  -0.0667
H  4.1505  5.1462  -0.0838
H  3.2885  3.7348  0.5350
C  -1.9943  -3.6143  -4.3580
C  -3.1813  -3.4869  -3.3928
C  -3.1562  -4.6025  -2.3459
C  -3.4770  -5.9763  -2.9314
C  -4.8087  -5.9612  -3.6832
C  -4.9389  -4.8376  -4.7189
N  -4.5006  -3.5433  -4.0991
O  -5.4359  -2.9484  -3.4523
C  -4.1340  -5.1611  -5.9847
C  -6.3973  -4.6774  -5.1305
C  -3.0773  -2.1204  -2.7284
H  -1.0939  -3.2642  -3.8502
H  -1.7971  -4.6309  -4.6817
H  -2.1464  -2.9934  -5.2413
H  -3.8919  -4.3683  -1.5685
H  -2.1702  -4.6123  -1.8705
H  -2.6692  -6.3148  -3.5849
H  -3.5342  -6.7058  -2.1222
H  -4.9577  -6.9113  -4.2002
H  -5.6230  -5.8648  -2.9591
H  -4.0967  -4.2940  -6.6453
H  -4.6302  -5.9706  -6.5189
H  -3.1173  -5.4889  -5.7895
H  -7.0510  -4.5512  -4.2723
H  -6.7025  -5.5739  -5.6712
H  -6.5257  -3.8160  -5.7858
H  -3.0764  -1.3227  -3.4725
H  -2.1374  -2.0673  -2.1726
H  -3.8979  -1.9409  -2.0379

Output
Total charge: +1
LUMO (alpha / beta) (eV): -4.09 / -4.09
Kohn-Sham gap (alpha / beta) (eV): 5.74 / 6.95
2S+1: 4

Record 2
Density functional theory data (ωB97M-V/def2-TZVPD) for a molecular structure, C35H68N12O3Ti.

Atoms and positions in Å:
Ti  0.5381  0.5630  0.0383
C  -0.5807  -0.4127  -5.0283
N  -0.2116  -0.2030  -3.6291
C  -1.3333  -0.4814  -2.7586
C  0.6307  0.8495  -3.2938
N  0.3145  1.5455  -2.2415
C  0.9772  2.8010  -1.8906
C  0.2829  3.4743  -0.6873
N  -0.6356  2.5778  0.0611
C  -0.6582  2.9059  1.5093
C  -0.9479  1.6741  2.3610
N  -0.0755  0.6153  1.8741
C  0.2273  -0.5334  2.5855
N  1.4294  -0.6251  3.3539
C  2.6794  -0.8420  2.6382
C  1.5595  0.4782  4.2961
N  -0.8320  -1.2680  3.1256
C  -2.0888  -1.3316  2.4166
C  -0.6091  -2.4009  3.9983
C  -1.9765  2.7144  -0.5797
C  -3.1940  2.1947  0.1588
N  -3.2634  0.7507  0.2166
C  -4.3781  0.2166  0.5862
N  -4.6215  -1.1143  0.3455
C  -3.9113  -1.8230  -0.6934
C  -5.4200  -1.9365  1.2221
N  -5.4225  0.8748  1.2274
C  -6.7995  0.6782  0.8321
C  -5.1913  1.7445  2.3585
N  1.6702  1.0232  -4.1892
C  2.4279  -0.1431  -4.6481
C  2.4617  2.2372  -4.3068
H  -0.4923  -1.4670  -5.3014
H  0.0390  0.1770  -5.6915
H  -1.6216  -0.1091  -5.1792
H  -1.0580  -0.5550  -1.7142
H  -1.7559  -1.4452  -3.0486
H  -2.1099  0.2893  -2.8479
H  0.9303  3.5139  -2.7114
H  2.0188  2.6355  -1.6245
H  -0.2777  4.3531  -1.0229
H  1.0619  3.8091  -0.0090
H  -1.3636  3.7203  1.7169
H  0.3424  3.2491  1.7664
H  -2.0012  1.3802  2.3139
H  -0.7279  1.9244  3.4058
H  2.5226  -1.5385  1.8183
H  3.4145  -1.2813  3.3210
H  3.0897  0.0781  2.2147
H  0.6484  0.5650  4.8924
H  1.7467  1.4349  3.7846
H  2.3948  0.2856  4.9744
H  -2.0405  -0.7465  1.5060
H  -2.9180  -0.9636  3.0369
H  -2.3079  -2.3692  2.1397
H  -0.6049  -3.3425  3.4319
H  -1.4214  -2.4577  4.7279
H  0.3367  -2.2980  4.5182
H  -1.9032  2.2564  -1.5647
H  -2.1490  3.7897  -0.7265
H  -4.0665  2.6080  -0.3672
H  -3.2121  2.6609  1.1473
H  -4.6191  -2.3750  -1.3219
H  -3.1820  -2.5229  -0.2753
H  -3.3745  -1.0995  -1.2917
H  -6.2863  -2.3594  0.7017
H  -5.7710  -1.3599  2.0738
H  -4.8215  -2.7701  1.6031
H  -7.2762  1.6444  0.6416
H  -7.3862  0.1601  1.6001
H  -6.8392  0.0934  -0.0847
H  -4.2098  1.5423  2.7848
H  -5.9371  1.5292  3.1294
H  -5.2589  2.8092  2.1114
H  1.9414  -1.0670  -4.3572
H  3.4187  -0.1311  -4.1915
H  2.5301  -0.1216  -5.7368
H  1.8353  3.1194  -4.3640
H  3.0030  2.1723  -5.2511
H  3.1939  2.3476  -3.5040
C  4.1580  4.2486  2.0038
C  4.5195  3.0088  1.1758
C  5.4349  2.0954  2.0016
C  5.2498  3.4446  -0.1017
C  3.2945  2.2765  0.8129
C  2.3070  1.6269  0.5160
H  5.0636  4.7878  2.2939
H  3.6187  3.9629  2.9084
H  3.5231  4.9249  1.4279
H  6.3558  2.6222  2.2672
H  5.6955  1.1996  1.4359
H  4.9380  1.7828  2.9221
H  6.1594  3.9968  0.1505
H  4.6098  4.0901  -0.7071
H  5.5223  2.5758  -0.7030
C  1.4286  -4.2324  1.6480
C  0.6929  -4.6802  0.3955
C  0.9433  -3.7803  -0.8262
C  0.1264  -4.3239  -2.0214
C  0.4427  -3.6567  -3.3531
C  2.4049  -3.8547  -1.2169
O  2.9906  -4.9057  -1.3576
N  3.0166  -2.6587  -1.4829
C  2.4683  -1.3785  -1.3500
O  3.1179  -0.4264  -1.7281
N  1.2236  -1.2642  -0.7908
C  0.4558  -2.3607  -0.5282
O  -0.6735  -2.2089  -0.0810
H  1.2510  -4.9271  2.4706
H  1.0906  -3.2483  1.9761
H  2.5090  -4.1893  1.4871
H  -0.3841  -4.6868  0.5735
H  0.9943  -5.6907  0.1171
H  -0.9267  -4.1939  -1.7630
H  0.3233  -5.3957  -2.0826
H  0.3903  -2.5676  -3.2769
H  -0.2672  -3.9741  -4.1187
H  1.4429  -3.9217  -3.7032
H  3.9659  -2.6890  -1.8254

Output
LUMO (alpha / beta) (eV): 0.46 / 0.46
Kohn-Sham gap (alpha / beta) (eV): 5.74 / 7.87
2S+1: 3

Quick rundown of largest force on an atom, same order as above: 4.3, 0.7 eV/Å
Quick rundown of energy above the lowest of the compared OMol25 structures with the same formula, charge and spin, same order as above: 57.4, 127.7 kJ/mol